[1]
Below is an isolated molecule of C4H6O2, with properties calculated with the ωB97M-V functional and the def2-TZVPD basis.

structure (SMILES) = OCOC1C=C1
net charge = 0
ΔE to the lowest compared entry with this formula, charge and spin = 332.84 kJ/mol

Cartesian coordinates (Å):
C -1.5533 -0.5866 0.5392
C -0.6953 0.6208 0.6474
O 0.6798 0.5063 0.9349
C 1.5180 0.2664 -0.1599
O 1.5536 -1.0735 -0.5679
C -1.3160 0.0465 -0.5730
H -2.0247 -1.4050 1.0635
H 0.6448 -1.3785 -0.6697
H -1.0813 1.5370 1.0954
H 1.2370 0.9348 -0.9918
H 2.5323 0.4982 0.1673
H -1.4520 0.1244 -1.6419

Atomic forces in eV per Å
0.0067 0.0707 -0.2016
-0.2144 0.1908 0.1338
0.0814 -0.1098 -0.0009
0.2027 0.3405 -0.0066
-0.1070 -0.2157 0.0288
-0.0743 -0.1299 0.0957
0.0680 0.1368 -0.0970
0.0949 -0.0071 -0.0923
0.0647 -0.1310 -0.0467
-0.0256 -0.1801 0.0890
-0.1001 0.0619 -0.0474
0.0031 -0.0271 0.1452

[2]
Below is an isolated molecule of C4H6O2, with properties calculated with the ωB97M-V functional and the def2-TZVPD basis.

structure (SMILES) = C=CC(=O)CO
net charge = 0
ΔE to the lowest compared entry with this formula, charge and spin = 138.70 kJ/mol

Cartesian coordinates (Å):
C -2.1036 0.0369 0.1666
C -0.8440 -0.1687 0.5448
O 1.5898 -1.2871 -0.1729
C 1.5978 0.1221 -0.1852
C 0.2333 0.7513 0.0791
O 0.0494 1.9323 -0.1350
H -2.3542 0.8888 -0.4603
H 1.0277 -1.5886 -0.8973
H -2.9058 -0.6371 0.4526
H -0.5522 -1.0291 1.1398
H 1.9705 0.5391 -1.1317
H 2.2914 0.4400 0.5996

Atomic forces in eV per Å
0.1292 -0.0297 0.0465
-0.2652 0.0451 -0.0124
-0.0761 -0.1326 -0.1971
0.1077 0.2808 0.0242
-0.0174 0.3234 -0.1175
0.0715 -0.4720 0.0779
0.0352 -0.0918 0.0918
0.1281 -0.0553 0.0990
0.1168 0.1047 -0.0015
-0.0527 0.0864 -0.1001
-0.0608 -0.0704 0.1373
-0.1162 0.0115 -0.0481

[3]
Below is a structure of composition C4H6O2, with properties calculated with the ωB97M-V functional and the def2-TZVPD basis.

net charge = 0
ΔE to the lowest compared entry with this formula, charge and spin = 539.17 kJ/mol

Cartesian coordinates (Å):
C 1.4931 -0.4397 0.3416
O 0.4139 -1.3770 0.4512
C -0.2782 -0.6134 -0.5568
C -1.3890 0.2452 0.0265
O -0.7078 1.3676 0.6041
C 0.8427 0.4162 -0.6862
H 2.3966 -0.8673 -0.1267
H 1.7777 0.0322 1.2913
H -0.5394 -1.2007 -1.4453
H -2.1145 0.5646 -0.7351
H -1.9277 -0.2679 0.8293
H -0.1555 1.7357 -0.1256

Atomic forces in eV per Å
0.2400 0.1384 -0.0448
-0.0098 -0.1900 0.1501
-0.1495 0.1597 -0.2194
-0.1029 -0.1555 -0.0899
-0.1333 0.2299 0.0819
0.2107 -0.4478 -0.0517
-0.0441 -0.1008 0.0793
-0.0361 -0.0430 -0.2139
-0.0055 0.0401 0.1599
0.2069 -0.0501 0.0561
0.1741 0.0427 -0.1495
-0.3506 0.3763 0.2418